The following is a DFT calculation (ωB97M-V/def2-TZVPD) of a cluster of 2 separate species, C30H47BClN2O8PS2 in total at a distorted geometry.

Last column: Löwdin charge in e.
CARTESIAN COORDINATES (ANGSTROEM)
C: 10.912 -0.760 1.794  -0.106
C: 11.118 0.789 1.301  -0.233
O: 10.006 1.699 1.609  -0.095
C: 8.739 1.276 0.996  -0.261
O: 7.616 1.454 1.738  -0.020
C: 8.538 0.562 -0.464  -0.116
C: 8.501 1.585 -1.744  -0.195
C: 7.767 3.020 -1.481  -0.192
C: 6.132 2.988 -1.409  -0.079
C: 5.250 1.576 -1.521  0.087
C: 3.581 1.539 -1.391  -0.092
C: 2.863 2.993 -1.199  -0.376
C: 3.715 4.391 -1.135  -0.031
C: 5.372 4.436 -1.214  -0.171
P: 6.173 6.157 -1.113  0.719
O: 5.407 7.138 -2.138  -0.412
O: 5.816 6.812 0.487  -0.236
O: 7.893 6.218 -1.334  -0.224
S: 1.003 3.113 -1.074  0.833
C: 0.416 1.341 -1.015  -0.373
C: -1.218 1.129 -0.723  -0.018
C: -1.870 -0.377 -0.648  -0.136
C: -3.464 -0.686 -0.316  -0.186
C: -4.346 0.651 0.039  -0.239
C: -5.982 0.458 -0.253  -0.193
C: -6.840 0.615 1.169  -0.261
S: -7.119 2.406 1.677  0.494
O: -7.585 2.412 3.183  -0.432
O: -8.161 3.059 0.732  -0.421
Cl: -5.388 3.582 1.578  0.353
C: -0.826 -1.637 -0.930  -0.015
C: 0.806 -1.409 -1.223  0.027
C: 1.479 0.124 -1.244  -0.124
N: 2.955 0.182 -1.470  0.025
B: 3.555 -0.619 -0.287  -0.543
O: 3.655 0.019 1.041  0.059
N: 3.948 -2.058 -0.622  -0.153
C: 3.581 -3.027 0.481  -0.111
C: 5.406 -2.183 -1.006  -0.117
H: 11.214 -0.962 2.921  0.092
H: 11.671 -1.418 1.151  0.094
H: 9.851 -1.211 1.596  0.079
H: 11.336 0.855 0.153  0.118
H: 12.088 1.192 1.868  0.145
H: 9.420 -0.214 -0.671  0.120
H: 7.556 -0.102 -0.386  0.100
H: 8.081 1.040 -2.698  0.124
H: 9.640 1.835 -1.998  0.125
H: 8.074 3.728 -2.389  0.127
H: 8.197 3.564 -0.512  0.134
H: 5.901 0.602 -1.700  0.074
H: 3.115 5.403 -1.031  0.106
H: 4.858 6.493 0.644  0.082
H: 8.122 7.030 -1.880  0.102
H: -1.905 2.093 -0.568  0.092
H: -3.450 -1.345 0.679  0.129
H: -3.998 -1.330 -1.135  0.113
H: -4.034 1.620 -0.539  0.092
H: -4.237 0.894 1.200  0.100
H: -6.146 -0.620 -0.737  0.122
H: -6.335 1.323 -0.958  0.117
H: -6.137 0.139 2.005  0.128
H: -7.864 0.048 1.051  0.112
H: -1.257 -2.725 -0.888  0.085
H: 1.413 -2.394 -1.407  0.086
H: 2.722 -0.077 1.446  0.139
H: 4.608 -3.507 0.855  0.105
H: 2.831 -3.871 0.095  0.104
H: 3.091 -2.503 1.405  0.097
H: 6.093 -1.815 -0.131  0.096
H: 5.676 -1.722 -2.060  0.108
H: 5.619 -3.353 -1.113  0.109
C: -8.490 -3.052 1.552  -0.110
C: -9.285 -3.096 0.256  -0.272
C: -10.635 -2.379 0.350  -0.226
C: -11.624 -2.971 1.362  -0.226
C: -11.975 -4.445 1.150  -0.275
C: -12.666 -4.713 -0.178  -0.116
H: -9.014 -3.563 2.365  0.072
H: -7.524 -3.547 1.417  0.072
H: -8.301 -2.018 1.858  0.053
H: -9.424 -4.135 -0.055  0.100
H: -8.692 -2.615 -0.531  0.098
H: -11.096 -2.367 -0.644  0.103
H: -10.461 -1.328 0.613  0.105
H: -12.546 -2.378 1.329  0.111
H: -11.225 -2.847 2.376  0.102
H: -12.643 -4.762 1.960  0.106
H: -11.079 -5.069 1.231  0.098
H: -13.591 -4.133 -0.260  0.077
H: -12.925 -5.774 -0.260  0.071
H: -12.024 -4.462 -1.026  0.066

Summary:
DFT total energy	-3504.78674	hartree
charge	0
multiplicity	1
ΔE to the lowest compared entry with this formula, charge and spin	483.1	kcal/mol
frontier orbital gap	6.414	eV
LUMO	-1.133	eV
SMILES	CCOC(=O)CCCc1cc2c(cc1P(=O)(O)O)Sc1cc(CCCCS(=O)(=O)Cl)ccc1N2B(O)N(C)C.CCCCCC

***

The following is a DFT calculation (ωB97M-V/def2-TZVPD) of a structure of composition C30H47BrCl2FeN3O6Si at a distorted geometry.

Last column: Mulliken spin population.
CARTESIAN COORDINATES (ANGSTROEM)
C: -0.878 5.526 -1.911  0.000
C: -1.522 4.555 -0.934  0.000
H: -1.086 5.139 -2.922  0.000
H: 0.206 5.676 -1.757  0.000
H: -1.340 6.526 -1.837  0.000
C: -2.617 4.863 -0.208  0.000
C: -3.192 6.238 0.006  0.000
H: -3.156 4.093 0.363  0.000
H: -3.756 6.633 -0.853  0.000
H: -2.395 6.948 0.308  0.000
H: -3.902 6.170 0.838  0.000
Fe: 1.212 -1.876 -0.070  3.638
Cl: 2.181 -0.020 0.718  0.103
C: -0.153 -2.410 2.076  0.011
O: 0.197 -3.216 1.154  0.037
N: -1.081 -2.727 2.979  -0.003
C: -2.304 -3.368 2.500  -0.001
C: -1.102 -2.086 4.287  -0.003
H: 0.213 -1.351 2.127  -0.013
H: -2.051 -4.023 1.654  0.001
H: -3.038 -2.614 2.147  0.001
H: -2.754 -3.943 3.322  0.000
H: -0.056 -1.982 4.624  0.000
H: -1.676 -2.730 4.978  0.000
H: -1.553 -1.072 4.237  0.001
H: 2.028 -6.344 -0.280  0.001
H: 3.894 -6.441 -1.134  0.000
C: 1.747 -5.295 -0.372  0.010
C: 4.100 -5.353 -1.111  0.000
N: 2.782 -4.719 -1.237  0.008
H: 1.790 -4.835 0.623  0.005
C: 2.633 -3.570 -1.898  0.026
O: 1.588 -2.847 -1.775  0.030
H: 4.551 -5.073 -0.131  0.000
H: 3.431 -3.296 -2.620  0.003
H: 0.770 -5.178 -0.842  -0.001
H: 4.743 -5.054 -1.967  0.001
H: -3.345 1.231 -3.382  0.000
H: -4.823 1.584 -1.224  0.000
C: -4.005 0.342 -3.420  0.000
C: -5.100 0.521 -1.251  0.000
N: -4.171 -0.211 -2.090  0.000
H: -3.598 -0.408 -4.104  0.000
C: -3.596 -1.376 -1.680  0.000
O: -2.793 -2.031 -2.359  0.002
H: -5.094 0.110 -0.235  0.000
H: -3.946 -1.698 -0.666  0.003
H: -4.995 0.672 -3.785  0.000
H: -6.125 0.458 -1.659  0.000
O: -0.911 2.383 -1.884  -0.005
C: -0.748 3.270 -0.757  -0.005
C: -2.418 1.977 0.533  0.008
C: -1.103 2.439 0.433  0.003
H: -3.105 2.225 -0.283  -0.003
C: -2.883 1.466 1.744  -0.005
H: 0.318 3.569 -0.678  0.000
C: -0.193 2.251 1.474  0.008
H: -3.938 1.191 1.873  0.000
C: -1.987 1.358 2.817  -0.002
C: -0.668 1.805 2.706  0.000
H: 0.839 2.590 1.362  0.003
H: -2.325 1.001 3.790  0.000
H: 0.019 1.808 3.562  0.000
Si: -0.148 1.826 -3.213  0.002
Cl: -0.707 -1.103 -0.287  0.107
C: -0.628 0.036 -3.693  -0.001
C: 1.581 1.558 -2.695  -0.003
C: -0.622 2.975 -4.509  0.000
H: -0.030 -0.810 -3.321  0.002
H: -0.412 0.102 -4.767  0.000
H: -1.660 -0.304 -3.579  0.000
H: -1.702 3.157 -4.484  0.000
H: -0.278 2.502 -5.431  0.000
H: -0.140 3.940 -4.316  0.000
H: 1.901 1.741 -1.670  0.001
H: 2.056 2.261 -3.379  0.000
H: 1.792 0.521 -2.968  0.004
Br: 5.256 -1.731 0.047  0.004
C: 5.409 -1.353 1.876  0.001
C: 6.493 -0.574 2.310  0.001
C: 6.583 -0.185 3.654  0.000
C: 5.622 -0.615 4.580  0.000
C: 4.560 -1.408 4.137  -0.001
C: 4.453 -1.805 2.793  -0.004
C: 3.212 -2.599 2.398  0.017
O: 3.318 -3.504 1.530  0.006
O: 2.170 -2.203 3.008  0.003
H: 7.274 -0.286 1.607  0.000
H: 7.411 0.458 3.967  0.000
H: 5.686 -0.332 5.642  0.000
H: 3.790 -1.731 4.843  0.000

Summary:
DFT total energy	-6834.80040	hartree
charge	-1
multiplicity	5
ΔE to the lowest compared entry with this formula, charge and spin	0.0	kcal/mol
frontier orbital gap (spin up / spin down)	7.149 / 6.656	eV
LUMO (spin up / spin down)	2.458 / 2.458	eV